{
  "formula": "C24H27BBr2N",
  "method": "ωB97M-V with the def2-TZVPD basis set",
  "charge": 1,
  "e_homo_ev": -9.969,
  "energy_ev": -167570.188,
  "elements": ["Br", "C", "C", "C", "C", "C", "C", "C", "C", "C", "C", "C", "Br", "C", "C", "C", "C", "H", "H", "H", "H", "H", "H", "H", "H", "H", "H", "H", "C", "C", "C", "C", "C", "C", "C", "N", "B", "H", "C", "C", "H", "H", "H", "H", "H", "H", "H", "H", "H", "H", "H", "H", "H", "H", "H"],
  "coordinates": [[9.548, 2.873, -2.021], [7.877, 2.409, -1.287], [7.803, 1.826, -0.010], [6.552, 1.542, 0.544], [5.369, 1.858, -0.162], [4.075, 1.713, 0.441], [2.938, 2.015, -0.223], [1.650, 2.030, 0.526], [0.390, 2.400, -0.209], [-0.618, 3.059, 0.496], [-1.808, 3.431, -0.131], [-2.009, 3.089, -1.478], [-3.626, 3.575, -2.332], [-1.040, 2.355, -2.170], [0.152, 1.984, -1.520], [5.475, 2.377, -1.475], [6.716, 2.662, -2.036], [8.710, 1.607, 0.545], [6.467, 1.092, 1.538], [4.020, 1.323, 1.458], [2.875, 2.131, -1.304], [1.751, 2.637, 1.436], [-0.483, 3.264, 1.563], [-2.571, 3.975, 0.414], [-1.212, 2.067, -3.200], [0.870, 1.334, -2.025], [4.573, 2.598, -2.049], [6.764, 3.087, -3.029], [-5.435, -1.981, 1.607], [-4.702, -2.757, 0.504], [-5.001, -4.254, 0.656], [-5.172, -2.287, -0.879], [-3.221, -2.549, 0.637], [-2.425, -3.660, 0.894], [-1.060, -3.494, 1.024], [-0.529, -2.247, 0.893], [0.934, -2.176, 1.032], [1.579, 1.006, 0.828], [-1.301, -1.143, 0.651], [-2.669, -1.255, 0.510], [-5.271, -0.899, 1.515], [-6.520, -2.175, 1.562], [-5.071, -2.294, 2.601], [-4.471, -4.825, -0.120], [-4.674, -4.607, 1.644], [-6.073, -4.477, 0.561], [-4.615, -2.816, -1.672], [-6.246, -2.499, -1.015], [-5.011, -1.209, -1.016], [-2.776, -4.690, 1.006], [-0.369, -4.303, 1.227], [1.345, -1.961, 2.130], [1.566, -2.209, 0.032], [-0.769, -0.189, 0.578], [-3.252, -0.359, 0.310]]
}

---

{
  "formula": "C16H14BrN3O2",
  "method": "ωB97M-V with the def2-TZVPD basis set",
  "charge": 0,
  "e_above_lowest_kcal_mol": 1.4,
  "e_homo_ev": -8.110,
  "smiles": "COC(=O)CNc1c(-c2ccccc2)nc2ccc(Br)cn12",
  "energy_ev": -95427.233,
  "elements": ["C", "O", "C", "O", "C", "N", "C", "C", "C", "C", "C", "C", "C", "C", "N", "C", "C", "C", "C", "Br", "C", "N", "H", "H", "H", "H", "H", "H", "H", "H", "H", "H", "H", "H", "H", "H"],
  "coordinates": [[1.737, -1.922, 2.570], [1.972, -2.070, 1.174], [0.903, -2.211, 0.392], [-0.228, -2.278, 0.791], [1.320, -2.233, -1.073], [0.719, -1.059, -1.705], [0.683, 0.068, -0.861], [1.635, 0.848, -0.211], [3.085, 0.801, -0.319], [3.731, 0.295, -1.444], [5.112, 0.246, -1.494], [5.866, 0.701, -0.425], [5.231, 1.220, 0.692], [3.853, 1.273, 0.746], [1.029, 1.710, 0.644], [-0.265, 1.489, 0.548], [-1.345, 2.089, 1.214], [-2.613, 1.649, 0.962], [-2.813, 0.598, 0.041], [-4.575, -0.016, -0.295], [-1.774, 0.015, -0.618], [-0.527, 0.471, -0.368], [0.924, -2.578, 2.888], [2.667, -2.184, 3.068], [1.471, -0.886, 2.787], [2.417, -2.244, -1.115], [0.918, -3.128, -1.557], [1.136, -0.872, -2.610], [3.158, -0.039, -2.297], [5.602, -0.146, -2.374], [6.944, 0.657, -0.467], [5.817, 1.584, 1.524], [3.342, 1.679, 1.604], [-1.142, 2.880, 1.916], [-3.464, 2.084, 1.460], [-1.870, -0.800, -1.316]]
}

---

{
  "formula": "C7H6N2O2",
  "method": "ωB97M-V with the def2-TZVPD basis set",
  "charge": 0,
  "e_above_lowest_kcal_mol": 108.0,
  "e_homo_ev": -7.911,
  "energy_ev": -14427.448,
  "elements": ["C", "C", "C", "C", "C", "C", "C", "N", "N", "O", "O", "H", "H", "H", "H", "H", "H"],
  "coordinates": [[0.670, -0.236, 2.311], [1.898, -0.035, -1.092], [0.007, -1.055, 1.747], [0.600, -0.672, -1.220], [2.133, 1.034, -0.388], [-2.241, 0.606, -0.130], [-0.533, -0.168, -0.735], [-1.873, -0.607, -0.728], [-0.919, 1.050, -0.142], [2.354, 1.993, 0.234], [-3.277, 1.064, 0.241], [1.241, 0.521, 2.760], [2.730, -0.493, -1.602], [-0.577, -1.831, 1.344], [0.577, -1.627, -1.717], [-2.360, -1.172, -1.403], [-0.431, 1.627, 0.521]]
}

---

| no. | Kohn-Sham gap (eV) | molar mass (g/mol) |
| --- | --- | --- |
| 1 | 5.591 | 500.11 |
| 2 | 8.562 | 360.21 |
| 3 | 8.510 | 150.14 |